No. 1
{"formula": "C41H45ClN6O11SSiTi", "method": "ωB97M-V/def2-TZVPD", "symbols": ["Ti", "O", "C", "C", "C", "C", "C", "C", "N", "H", "H", "H", "H", "H", "H", "H", "O", "C", "C", "O", "O", "C", "C", "C", "C", "C", "C", "C", "C", "C", "C", "C", "C", "H", "H", "H", "H", "H", "H", "H", "H", "H", "H", "H", "C", "Si", "C", "C", "C", "C", "C", "C", "C", "H", "H", "H", "H", "H", "H", "H", "H", "H", "H", "H", "O", "Cl", "O", "O", "O", "O", "C", "N", "S", "O", "O", "C", "C", "C", "C", "C", "C", "H", "H", "H", "H", "C", "N", "C", "N", "C", "N", "C", "N", "C", "C", "H", "H", "H", "H", "H", "H", "H", "H", "H", "H", "H", "H"], "coordinates": [[-0.2345, -0.2995, 0.1289], [-1.1123, -1.1045, 1.9759], [-0.7880, -2.4323, 2.3274], [0.4656, -2.8491, 1.5993], [1.1624, -3.9864, 1.9897], [2.2820, -4.3674, 1.2800], [2.6926, -3.6059, 0.1984], [1.9572, -2.4824, -0.1189], [0.8730, -2.1082, 0.5655], [-2.0844, -0.9511, 1.7784], [-1.6003, -3.1111, 2.0681], [-0.6144, -2.4931, 3.4065], [0.8077, -4.5536, 2.8408], [2.8298, -5.2584, 1.5613], [3.5545, -3.8674, -0.3975], [2.2456, -1.8526, -0.9502], [1.3698, 0.2169, 1.8333], [0.7571, 1.0243, 2.8595], [-0.5640, 1.5836, 2.2904], [-1.2825, 2.2722, 2.9704], [-0.7847, 1.2693, 1.0349], [1.6600, 2.2158, 3.1706], [2.3199, 2.3631, 4.3832], [3.1533, 3.4551, 4.5986], [3.3309, 4.4073, 3.6063], [2.6565, 4.2749, 2.3983], [1.8201, 3.1922, 2.1913], [0.5464, 0.0855, 4.0493], [-0.6117, 0.0678, 4.8213], [-0.7533, -0.8533, 5.8529], [0.2570, -1.7611, 6.1348], [1.4180, -1.7440, 5.3732], [1.5564, -0.8291, 4.3384], [2.1673, 0.6542, 1.4773], [2.1809, 1.6316, 5.1682], [3.6612, 3.5590, 5.5494], [3.9836, 5.2544, 3.7758], [2.7741, 5.0123, 1.6150], [1.2754, 3.1160, 1.2572], [-1.4077, 0.7639, 4.6063], [-1.6695, -0.8631, 6.4295], [0.1409, -2.4771, 6.9390], [2.2154, -2.4480, 5.5780], [2.4520, -0.8373, 3.7298], [-2.7038, -1.5687, -2.8016], [-1.7316, -2.0711, -1.2606], [-3.0470, -3.1189, -0.3818], [-0.5651, -3.4709, -1.9238], [-0.4634, -4.7013, -1.2635], [0.4121, -5.7016, -1.6769], [1.2265, -5.5048, -2.7829], [1.1368, -4.3031, -3.4768], [0.2565, -3.3140, -3.0541], [-2.9584, -2.4712, -3.3649], [-2.1752, -0.8790, -3.4575], [-3.6411, -1.0995, -2.4857], [-3.3949, -3.8721, -1.0967], [-3.8982, -2.4959, -0.1019], [-2.7316, -3.6524, 0.5163], [-1.0933, -4.8953, -0.4022], [0.4519, -6.6406, -1.1351], [1.9068, -6.2816, -3.1109], [1.7518, -4.1380, -4.3548], [0.1939, -2.3946, -3.6253], [-4.6943, -1.0596, 2.7124], [-4.6624, -0.2085, 1.5418], [-5.5808, -0.6847, 0.5354], [-4.9462, 1.1618, 1.8875], [-3.2920, -0.2721, 0.9709], [0.0962, -0.2585, -3.0316], [1.1036, 0.1715, -2.5207], [1.2412, 0.5663, -1.1869], [2.6282, 1.4044, -1.0198], [3.3660, 0.9361, 0.1321], [2.4097, 2.8196, -1.1463], [3.3851, 0.8364, -2.5071], [4.6932, 0.9681, -2.9331], [4.9902, 0.4538, -4.1899], [4.0108, -0.1494, -4.9768], [2.6997, -0.2641, -4.5209], [2.4172, 0.2375, -3.2697], [5.4466, 1.4401, -2.3172], [6.0049, 0.5185, -4.5620], [4.2760, -0.5367, -5.9519], [1.9207, -0.7317, -5.1094], [-1.2657, 2.5281, -2.8410], [-1.9706, 3.6434, -3.4912], [-3.4070, 3.3434, -3.4367], [-3.8941, 3.1569, -2.0725], [-3.1389, 2.0568, -1.4497], [-1.6922, 2.3221, -1.4563], [-1.4538, 3.5560, -0.7093], [-2.1689, 4.7016, -1.2960], [-1.7313, 4.8475, -2.6865], [-3.6025, 4.3745, -1.3117], [-0.1945, 2.7515, -2.8454], [-1.4420, 1.6150, -3.4070], [-3.5942, 2.4289, -4.0037], [-3.9557, 4.1657, -3.9035], [-3.3363, 1.1259, -1.9818], [-3.4682, 1.9447, -0.4167], [-0.3810, 3.7684, -0.7111], [-1.7867, 3.4106, 0.3184], [-0.6617, 5.0693, -2.6971], [-2.2694, 5.6848, -3.1384], [-4.1455, 5.2111, -1.7593], [-3.9453, 4.2361, -0.2854]], "total_charge": -1, "s_squared": 0.756, "e_lumo_ev": [1.98, 1.99], "orbital_gap_ev": [6.96, 6.90], "spin_multiplicity": 2}

No. 2
{"formula": "C4H6N4", "method": "ωB97M-V/def2-TZVPD", "symbols": ["N", "C", "N", "N", "N", "C", "C", "C", "H", "H", "H", "H", "H", "H"], "coordinates": [[-2.4374, 0.8567, -0.0708], [-1.2090, 0.2464, 0.2234], [-1.2325, -1.0970, -0.1155], [-0.0926, -1.5963, -0.1498], [0.8632, -0.6079, 0.1034], [0.2062, 0.5928, -0.0358], [1.5931, 1.3412, -0.1684], [2.1929, -0.1550, 0.1296], [-2.3222, 1.9142, 0.0793], [-3.1486, 0.2909, 0.6667], [1.7936, 2.2619, 0.4178], [1.5714, 1.4738, -1.3532], [3.0367, -0.8986, -0.4361], [2.6643, -0.0822, 1.3621]], "smiles": "Nc1nnn2c1CC2", "e_lumo_ev": 0.70, "orbital_gap_ev": 8.60}

no.,calculated total energy (eV)
1,-129059.92470
2,-10199.66834